A cluster of 3 separate species, C3H3NO2 in total at a distorted geometry, computed with wB97M-V/def2-TZVPD.

Geometry as XYZ:
```
9
Properties=species:S:1:pos:R:3:nbo_charge:R:1
C 0.791 1.620 0.338 0.286
O 0.825 0.463 0.680 -0.514
C 0.237 -2.260 0.592 0.508
O 0.471 -2.507 1.675 -0.501
C -1.416 -0.576 -1.380 0.067
N -2.339 -1.067 -1.867 -0.319
H -0.561 -0.149 -0.892 0.233
H -0.164 2.132 0.116 0.118
H 1.711 2.214 0.215 0.124
```

energy above the lowest of the compared OMol25 structures with the same formula, charge and spin: 59.43 kcal/mol
net charge: 0
E_LUMO: -0.046 eV
HOMO-LUMO gap: 11.148 eV



A structure of composition C6H13LuO3 at a distorted geometry, computed with wB97M-V/def2-TZVPD.

Geometry as XYZ:
```
23
Properties=species:S:1:pos:R:3:nbo_charge:R:1
C 0.728 2.509 0.312 -0.287
O 1.644 1.481 -0.020 -0.624
C 2.049 0.642 1.048 -0.102
C 0.977 -0.352 1.439 -0.099
O 0.397 -0.861 0.253 -0.656
C -0.592 -1.870 0.383 -0.098
C -1.651 -1.750 -0.694 -0.104
O -2.067 -0.449 -0.985 -0.554
C -1.527 0.157 -2.197 -0.790
Lu 0.628 0.287 -1.745 1.565
H 1.151 3.147 1.102 0.224
H 0.545 3.077 -0.606 0.222
H 2.309 1.273 1.912 0.226
H 2.918 0.087 0.660 0.220
H 0.186 0.134 2.029 0.200
H 1.410 -1.171 2.034 0.223
H -1.078 -1.758 1.365 0.200
H -0.105 -2.857 0.349 0.211
H -2.546 -2.260 -0.308 0.227
H -1.282 -2.266 -1.599 0.181
H -1.834 -0.429 -3.084 0.203
H -2.020 1.145 -2.268 0.221
H -0.239 2.083 0.619 0.191
```

multiplicity: 2
energy above the lowest of the compared OMol25 structures with the same formula, charge and spin: 1.80 kcal/mol
net charge: +1
E_LUMO (spin up / spin down): -3.126 / -4.174 eV
HOMO-LUMO gap (spin up / spin down): 6.697 / 7.759 eV



A cluster of 13 separate species, C62H161N11O19 in total at a distorted geometry, computed with wB97M-V/def2-TZVPD.

Geometry as XYZ:
```
253
Properties=species:S:1:pos:R:3:mulliken_charge:R:1
C 13.274 -2.547 16.857 -1.051
C 13.292 -2.680 18.363 1.419
C 11.999 -2.225 19.067 -1.525
O 13.520 -4.069 18.737 -0.621
H 14.067 -3.112 16.367 0.426
H 13.426 -1.527 16.504 0.147
H 12.313 -2.866 16.452 0.169
H 14.048 -2.029 18.801 -0.409
H 11.698 -1.212 18.803 0.016
H 12.248 -2.261 20.128 0.438
H 11.174 -2.901 18.840 0.675
H 13.082 -4.228 19.576 0.374
C 12.843 2.283 13.667 -0.683
C 11.935 3.531 13.760 0.549
C 10.453 3.170 13.691 -1.284
O 12.181 4.259 14.944 -0.386
H 12.786 1.658 14.558 -0.054
H 13.888 2.545 13.499 0.074
H 12.501 1.580 12.907 0.438
H 12.089 4.213 12.923 0.301
H 10.058 2.694 12.794 0.387
H 9.785 4.008 13.892 0.399
H 10.204 2.465 14.484 0.134
H 11.655 5.058 15.031 0.202
C 20.075 -5.563 17.055 -1.261
C 21.467 -5.192 16.493 0.386
C 21.863 -3.732 16.686 -0.213
O 21.172 -2.889 15.824 -0.384
C 21.344 -1.492 16.030 -0.093
N 22.409 -6.063 17.189 -0.718
H 19.794 -6.615 17.027 0.430
H 19.349 -4.920 16.558 0.137
H 20.062 -5.302 18.113 0.304
H 21.468 -5.403 15.424 0.252
H 22.900 -3.657 16.359 0.325
H 21.729 -3.303 17.679 -0.067
H 22.403 -1.262 15.915 0.450
H 21.003 -1.140 17.003 -0.118
H 20.705 -1.002 15.295 -0.035
H 22.351 -7.037 16.927 0.257
H 23.383 -5.862 17.015 0.218
C 16.719 5.621 24.875 -1.552
C 16.408 4.099 25.076 0.200
C 15.669 3.486 23.888 0.459
O 14.388 4.147 23.733 -0.573
C 13.587 3.461 22.770 -0.358
N 17.615 3.419 25.470 -0.337
H 17.427 5.753 24.057 0.224
H 17.151 5.883 25.841 0.503
H 15.818 6.234 24.886 0.331
H 15.767 4.010 25.954 0.264
H 15.519 2.409 23.968 0.177
H 16.301 3.610 23.009 -0.326
H 13.187 2.567 23.248 0.363
H 14.119 3.116 21.883 0.042
H 12.719 4.088 22.568 0.104
H 17.434 2.452 25.698 -0.197
H 17.941 3.825 26.335 0.351
C 17.046 8.483 17.650 -1.602
C 17.585 8.352 19.044 0.305
C 17.219 6.956 19.592 0.645
O 15.786 6.687 19.539 -0.544
C 15.377 5.346 19.921 0.913
N 19.022 8.628 19.081 -0.238
H 15.959 8.410 17.632 0.499
H 17.400 7.784 16.893 -0.017
H 17.225 9.525 17.384 0.434
H 17.189 9.082 19.751 0.524
H 17.483 6.837 20.643 0.580
H 17.848 6.206 19.112 -0.811
H 14.320 5.330 20.187 -0.272
H 15.875 4.926 20.795 -0.210
H 15.579 4.625 19.129 -0.108
H 19.529 8.561 19.952 0.535
H 19.361 7.838 18.550 -0.313
C 21.506 3.864 17.913 -1.793
C 20.225 4.410 17.368 2.433
C 20.475 5.741 16.561 -0.980
O 20.806 6.778 17.544 0.010
C 20.918 8.016 16.877 -0.968
N 19.745 3.273 16.568 -0.408
H 21.372 2.974 18.527 -0.253
H 21.998 4.584 18.567 0.470
H 22.125 3.599 17.056 0.602
H 19.524 4.560 18.189 -0.882
H 19.572 6.037 16.027 0.389
H 21.242 5.554 15.810 0.447
H 21.295 8.770 17.567 0.161
H 19.923 8.255 16.503 0.412
H 21.573 7.992 16.005 0.273
H 18.931 3.589 16.060 -0.095
H 19.282 2.545 17.093 0.040
C 17.610 2.221 19.938 -0.341
C 17.261 1.246 18.788 0.600
C 16.005 1.639 17.903 0.046
O 14.861 1.454 18.783 0.513
C 13.557 1.617 18.078 0.027
N 18.483 0.934 18.036 1.540
H 17.728 3.244 19.580 -0.357
H 18.470 1.947 20.548 0.578
H 16.755 2.363 20.600 -0.325
H 16.933 0.336 19.290 -0.225
H 16.001 0.946 17.062 -0.018
H 16.091 2.578 17.357 -0.281
H 12.663 1.464 18.684 -0.800
H 13.415 0.966 17.215 0.067
H 13.497 2.654 17.750 0.234
H 18.357 0.237 17.316 -0.507
H 19.148 0.531 18.681 -0.341
C 19.956 4.351 22.947 -0.511
O 20.243 5.736 22.561 -0.515
C 20.572 5.915 21.177 0.895
C 21.429 7.207 21.016 -1.332
N 20.759 8.445 21.423 -0.366
C 21.494 9.636 21.068 -0.507
C 20.771 10.860 21.594 -0.454
O 21.487 12.097 21.353 -0.348
C 20.765 13.312 21.606 -0.728
H 19.051 4.090 22.399 0.051
H 19.811 4.290 24.026 0.198
H 20.783 3.688 22.694 0.449
H 19.731 5.894 20.484 -0.582
H 21.169 5.102 20.762 0.326
H 21.709 7.209 19.963 0.317
H 22.330 7.005 21.597 0.628
H 20.633 8.424 22.425 0.291
H 21.639 9.778 19.997 -0.012
H 22.506 9.605 21.472 0.493
H 20.669 10.740 22.673 0.310
H 19.756 10.866 21.196 0.305
H 21.406 14.162 21.374 0.267
H 20.484 13.384 22.657 0.292
H 19.898 13.460 20.963 0.297
C 9.881 1.017 17.259 0.090
O 9.452 -0.361 17.247 -0.333
C 8.608 -0.706 18.335 -0.176
C 7.806 -1.962 18.039 -1.033
N 8.636 -3.202 18.060 -0.198
C 7.978 -4.374 17.504 -0.698
C 9.004 -5.382 17.077 -0.714
O 9.756 -4.932 15.973 -0.337
C 10.793 -5.754 15.653 -0.755
H 10.362 1.145 18.229 -0.086
H 9.102 1.780 17.233 0.414
H 10.601 1.378 16.526 -0.279
H 7.911 0.103 18.551 0.514
H 9.285 -0.827 19.181 0.044
H 7.271 -1.874 17.094 0.453
H 7.078 -2.156 18.826 0.411
H 9.481 -3.144 17.510 0.134
H 7.404 -4.047 16.637 0.360
H 7.292 -4.768 18.253 0.370
H 8.421 -6.277 16.860 0.529
H 9.658 -5.797 17.845 0.392
H 10.467 -6.789 15.548 0.347
H 11.618 -5.603 16.349 0.287
H 11.234 -5.493 14.691 0.240
C 13.662 1.665 29.248 -0.775
O 14.660 0.838 28.573 -0.334
C 15.960 1.450 28.530 -0.344
C 16.959 0.452 27.776 -0.880
N 16.564 0.510 26.327 0.013
C 17.229 -0.413 25.397 -1.434
C 17.028 -0.037 23.902 0.503
O 15.705 -0.462 23.513 -0.540
C 15.244 -0.130 22.178 0.585
H 13.811 1.498 30.315 0.306
H 12.690 1.263 28.964 0.266
H 13.625 2.739 29.065 0.303
H 16.274 1.596 29.563 0.481
H 16.083 2.378 27.972 0.122
H 16.897 -0.532 28.242 0.421
H 17.989 0.750 27.971 0.409
H 15.562 0.383 26.309 0.229
H 16.955 -1.463 25.500 0.466
H 18.305 -0.350 25.558 0.454
H 17.710 -0.648 23.311 0.231
H 17.170 1.041 23.816 -0.123
H 14.308 -0.652 21.980 0.021
H 16.015 -0.395 21.454 0.029
H 14.938 0.913 22.251 -0.315
C 16.988 -1.846 16.511 -0.620
O 17.658 -0.736 15.856 -0.349
C 17.697 -0.876 14.452 -1.047
C 18.074 0.514 13.799 -0.704
N 17.015 1.476 14.111 -0.309
C 17.505 2.813 13.614 -0.810
C 16.733 4.005 14.253 -0.859
O 16.958 4.168 15.651 0.651
C 16.207 5.162 16.257 -0.489
H 16.006 -2.061 16.091 0.377
H 16.848 -1.596 17.562 -0.060
H 17.659 -2.705 16.496 0.073
H 16.723 -1.160 14.054 0.544
H 18.395 -1.651 14.135 0.383
H 18.173 0.402 12.719 0.516
H 19.047 0.756 14.227 0.339
H 16.839 1.365 15.100 0.179
H 17.372 2.923 12.538 0.460
H 18.546 3.020 13.865 0.397
H 15.659 3.926 14.082 0.175
H 17.036 4.968 13.842 0.527
H 15.171 4.841 16.365 0.207
H 16.186 6.082 15.673 0.445
H 16.512 5.500 17.248 -0.359
C 27.622 1.259 17.620 -0.747
O 26.251 1.078 17.822 -0.292
C 25.773 1.817 18.890 -0.957
C 24.268 1.821 18.829 -0.042
N 23.824 0.546 19.340 -0.409
C 22.308 0.445 19.380 -0.471
C 21.731 -0.885 19.845 -0.539
O 20.319 -0.782 19.823 -0.024
C 19.706 -2.056 19.796 -0.185
H 27.954 0.446 16.974 0.216
H 28.120 1.246 18.590 0.301
H 27.632 2.245 17.156 0.302
H 26.128 2.846 18.829 0.480
H 26.196 1.389 19.799 0.369
H 23.956 2.080 17.817 0.205
H 23.926 2.678 19.409 0.266
H 24.147 -0.035 18.579 0.300
H 21.944 0.717 18.389 0.131
H 21.915 1.247 20.005 0.340
H 22.013 -1.187 20.854 0.410
H 22.069 -1.655 19.152 0.112
H 19.799 -2.541 20.768 0.402
H 20.025 -2.753 19.020 -0.217
H 18.669 -1.807 19.570 0.022
C 7.391 9.307 21.622 -0.678
O 8.563 8.492 21.437 -0.326
C 8.740 8.019 20.075 -0.803
C 9.934 7.118 19.950 -0.364
N 9.560 5.776 20.326 0.166
C 10.698 4.850 20.371 -0.622
C 10.421 3.447 20.870 -0.722
O 11.630 2.694 20.707 0.322
C 11.624 1.291 21.221 -1.001
H 7.512 10.331 21.269 0.288
H 7.045 9.254 22.654 0.262
H 6.623 8.850 20.998 0.302
H 8.904 8.957 19.545 0.465
H 7.797 7.565 19.773 0.431
H 10.723 7.530 20.580 0.376
H 10.262 7.168 18.912 0.424
H 9.013 5.812 21.174 0.367
H 11.541 5.274 20.916 0.299
H 11.078 4.807 19.350 0.356
H 9.627 2.953 20.312 0.439
H 10.248 3.379 21.944 0.395
H 12.632 0.915 21.046 -0.012
H 10.846 0.638 20.826 0.293
H 11.423 1.352 22.291 0.596
```

multiplicity: 2
net charge: +1
E_LUMO (spin up / spin down): -2.686 / -8.049 eV
HOMO-LUMO gap (spin up / spin down): 7.035 / 1.669 eV



| no. | energy (a.u.) |
| --- | --- |
| 1 | -321.28294 |
| 2 | -1697.29882 |
| 3 | -4489.88911 |